[1]
86
Properties=species:S:1:pos:R:3:lowdin_charge:R:1 method="wB97M-V/def2-TZVPD" gap_ev=7.983 lumo_ev=-0.77 multiplicity=1
C -1.001 0.940 -2.153 -0.094
H -2.882 2.782 0.722 0.119
C 3.756 2.288 -1.059 -0.109
C 3.672 -0.882 -4.749 -0.089
C 3.453 2.297 2.277 -0.245
C 5.239 -2.296 -1.634 -0.093
H 3.116 5.360 3.356 0.117
H 5.486 -2.200 -2.697 0.064
C 1.896 0.634 -4.236 -0.077
H 4.462 -1.562 -4.449 0.086
H 1.158 4.573 -2.260 0.097
H -1.027 3.585 -3.827 0.179
H -1.003 3.082 2.583 0.150
C 5.687 1.120 -1.843 -0.086
C 1.124 2.938 2.106 -0.075
H 4.071 -1.189 -6.838 0.101
H 7.529 2.222 -1.817 0.102
H -5.195 1.911 0.934 0.108
C 4.526 3.419 -0.818 -0.086
C 0.483 4.181 -1.496 0.030
H -0.247 4.957 -1.253 0.091
C -1.987 1.022 1.536 -0.318
O -2.376 2.109 -5.314 0.107
H 2.277 0.342 -7.589 0.101
C 1.472 4.186 2.661 -0.164
H 4.069 4.317 -0.414 0.102
H 5.518 -3.312 -1.326 0.086
O -0.061 5.166 4.290 -0.046
C 6.467 2.244 -1.599 -0.081
Al 0.624 0.414 0.050 -0.095
H 3.180 -4.109 -1.698 0.085
H -3.661 -1.742 2.566 0.100
Si 3.150 -0.338 -1.925 0.567
C 2.451 0.186 -6.531 -0.090
H 4.746 1.126 1.042 0.067
C 3.526 -2.192 0.166 -0.080
C -0.263 2.521 2.012 -0.003
C 0.458 5.258 2.964 -0.216
C 2.891 -0.239 -3.784 -0.190
H 4.225 -1.577 0.740 0.077
C 4.530 1.270 2.104 0.001
O -0.725 -0.691 -0.507 -0.001
C -3.499 -0.749 2.169 -0.126
H 5.873 -1.599 -1.080 0.068
H -2.350 -0.533 -3.785 0.082
O -1.873 -1.246 -2.351 0.108
N -0.639 1.470 1.389 0.052
C 4.315 1.107 -1.561 -0.189
O 1.719 -0.012 -1.241 -0.154
C -2.214 -0.253 2.052 -0.608
H 1.281 1.151 -3.505 0.079
C 3.457 -0.673 -6.108 -0.086
H 2.516 -1.908 0.462 0.058
H 6.500 4.267 -0.877 0.101
C 1.668 0.843 -5.590 -0.078
C -4.359 1.304 1.254 -0.068
C -3.066 1.798 1.140 -0.019
H 0.878 1.513 -5.914 0.099
C -4.575 0.034 1.763 -0.072
C 3.750 -2.047 -1.346 -0.584
C 2.128 1.996 1.845 -0.229
C -1.408 1.605 -3.264 -0.074
C -2.185 1.256 -4.480 -0.482
H 0.909 6.236 2.782 0.120
H 6.161 0.243 -2.269 0.091
H 3.674 -3.238 0.459 0.088
O 1.881 0.842 1.266 -0.018
H 1.829 -2.971 -1.834 0.088
C 2.790 4.399 2.966 -0.098
H -5.581 -0.358 1.842 0.109
I -0.570 -1.393 2.650 1.112
N -0.260 1.786 -1.351 0.179
C -1.231 -0.452 -1.681 -0.456
H 1.067 3.958 -0.604 0.067
H 2.692 2.309 -0.845 0.074
C -0.202 2.946 -1.972 -0.295
C 2.893 -3.111 -2.053 -0.083
H 3.007 -3.096 -3.137 0.069
O -2.605 0.016 -4.583 0.154
N -0.898 2.868 -3.128 0.200
N 3.754 3.464 2.810 0.133
H 0.682 5.101 4.900 0.090
H 5.431 1.606 2.613 0.085
H 4.211 0.304 2.502 0.085
C 5.890 3.395 -1.078 -0.085
H -0.414 5.182 2.315 0.112



[2]
89
Properties=species:S:1:pos:R:3:lowdin_charge:R:1 method="wB97M-V/def2-TZVPD" s_squared=0.77 gap_ev="5.068 / 3.543" lumo_ev="-9.90 / -11.43" multiplicity=2 total_charge=+3
F 16.718 17.524 13.796 0.112
C 6.547 13.802 10.478 -0.464
C 10.548 7.241 9.895 -0.022
H 6.285 12.989 7.934 0.085
C 9.422 8.039 10.230 -0.181
N 12.700 8.382 13.662 -0.037
C 11.819 12.577 17.916 -0.180
C 14.009 8.191 15.425 -0.130
H 6.725 13.829 11.567 0.082
H 12.234 17.118 14.186 0.099
H 14.742 8.585 16.139 0.107
H 9.740 13.362 6.183 0.105
C 11.262 14.383 16.435 -0.054
N 10.868 8.258 11.876 0.000
C 7.690 15.834 14.214 0.004
C 9.945 15.467 13.529 -0.461
C 12.797 11.596 10.091 -0.182
H 8.853 14.235 14.948 0.098
C 8.761 17.453 12.766 0.021
C 12.613 7.062 14.085 -0.066
F 6.441 17.576 13.242 0.087
C 8.862 15.113 14.319 -0.145
C 7.433 11.168 7.533 -0.470
Bi 9.505 11.657 10.483 1.511
H 8.511 8.228 9.677 0.092
C 13.444 6.895 15.227 -0.034
H 13.231 12.096 14.906 0.114
H 5.487 14.028 10.332 0.109
N 13.588 9.076 14.471 0.025
C 7.640 16.991 13.429 -0.263
S 9.167 11.704 7.698 0.809
H 8.828 18.408 12.215 0.141
N 12.513 10.205 11.844 0.056
F 11.598 11.931 19.111 0.128
C 13.240 15.476 13.275 -0.401
C 8.815 11.158 13.829 -0.211
C 9.801 14.415 8.090 -0.430
C 9.153 13.457 7.103 -0.414
H 7.241 11.216 6.451 0.112
H 8.081 11.929 13.569 0.096
C 15.587 15.665 12.928 0.013
N 9.589 8.670 11.406 0.024
C 13.755 10.728 11.946 -0.038
N 11.908 10.735 10.644 -0.106
H 14.996 12.017 10.597 0.117
C 9.912 16.617 12.764 -0.146
C 8.735 10.123 14.787 -0.020
H 12.611 12.066 9.138 0.098
H 11.984 6.357 13.552 0.113
H 10.362 8.729 15.414 0.141
C 7.454 14.767 9.747 -0.437
H 14.444 13.987 12.276 0.068
C 12.567 12.542 15.665 -0.059
C 6.364 11.956 8.319 -0.446
H 7.845 9.886 15.362 0.110
H 5.370 11.485 8.143 0.118
H 14.346 18.504 14.279 0.135
C 11.883 13.723 15.405 -0.292
Sb 11.576 14.168 13.297 1.520
H 13.073 11.004 17.093 0.152
C 14.416 14.922 12.804 -0.121
S 9.227 14.332 9.867 0.750
C 11.384 7.322 11.032 -0.040
H 6.800 15.484 14.709 0.129
B 11.690 9.224 12.776 -0.673
H 12.376 6.862 11.172 0.146
H 10.661 6.660 9.005 0.097
C 15.567 16.901 13.485 -0.245
C 14.013 11.577 10.830 -0.040
H 10.635 14.266 18.501 0.144
H 10.826 15.366 16.287 0.120
N 10.742 10.002 13.730 0.041
C 12.521 11.956 16.931 0.042
H 9.708 15.455 7.744 0.117
H 8.129 13.701 6.863 0.081
H 13.592 5.959 15.758 0.104
H 10.744 16.929 12.151 0.101
H 10.858 14.201 8.208 0.076
C 11.240 13.815 17.734 0.090
H 7.468 10.120 7.820 0.081
C 13.199 16.745 13.857 -0.090
C 14.373 17.496 13.891 0.041
H 16.512 15.290 12.502 0.140
H 7.202 14.919 8.692 0.092
N 10.006 11.161 13.199 -0.093
H 14.417 10.414 12.744 0.114
C 10.008 9.510 14.753 -0.033
S 6.683 11.984 10.123 0.806
H 7.413 15.746 10.295 0.108



[3]
82
Properties=species:S:1:pos:R:3:lowdin_charge:R:1 method="wB97M-V/def2-TZVPD" s_squared=0.76 gap_ev="6.077 / 6.212" lumo_ev="-7.64 / -7.51" multiplicity=2 total_charge=+2
H -1.511 -1.389 -1.879 0.115
C -0.854 0.162 5.571 -0.040
C -0.112 4.775 -2.209 -0.048
H -4.610 -4.042 1.486 0.116
N 4.477 -3.268 0.260 -0.108
O -1.801 1.739 1.804 0.015
C 4.440 -2.302 1.356 0.011
H 1.563 6.067 -1.846 0.117
H 0.122 1.467 1.099 0.166
C -3.131 -0.992 1.451 -0.014
C -0.682 -0.374 1.826 -0.252
C -1.839 -0.743 -5.171 -0.057
C -0.408 1.067 -1.520 -0.242
S 1.736 -3.388 -0.099 0.712
H 0.754 0.638 6.908 0.115
C 3.405 -3.738 -0.390 -0.736
H -1.608 0.176 6.347 0.117
H 5.788 -5.486 -1.738 0.142
C -1.903 -1.428 -3.964 -0.077
C -0.868 0.984 1.092 -0.166
C 1.978 4.037 -1.296 -0.055
H -2.279 -4.721 1.979 0.114
H 4.118 -1.325 0.997 0.072
C -2.381 2.686 0.902 -0.530
O 0.463 -0.995 1.112 -0.253
C -1.223 -0.122 4.265 0.004
C 2.444 -1.183 -3.793 -0.918
H -1.992 0.031 -0.514 0.134
H -5.149 -1.649 1.174 0.118
H -1.925 4.618 0.097 0.100
H -0.510 -3.025 2.137 0.111
C -1.310 0.537 -5.204 -0.044
H 2.469 0.611 5.129 0.110
C -3.827 -3.297 1.544 -0.054
C 1.481 2.741 -1.223 -0.030
H 1.820 0.169 2.799 0.101
H -3.392 0.051 1.352 0.106
H 1.734 -0.368 -3.880 0.005
H -3.869 3.193 2.338 0.107
C -3.818 2.906 1.288 0.037
C -1.455 -0.824 -2.803 -0.048
C 1.181 5.057 -1.789 -0.053
C 5.221 -4.789 -1.147 -0.008
Br 3.449 -0.872 -2.136 0.756
H -1.633 3.287 -2.428 0.134
C 1.434 0.407 4.887 -0.060
H -1.689 4.468 1.847 0.108
N 3.854 -4.662 -1.245 0.106
C 1.064 0.144 3.576 -0.028
H -1.239 1.072 -6.142 0.117
Br 1.512 -2.845 -3.824 0.699
O -2.336 2.028 -0.384 0.015
H -4.404 2.002 1.132 0.089
C -1.819 -1.371 1.703 -0.163
C 0.472 0.421 5.886 -0.057
C -4.129 -1.956 1.369 -0.037
H -2.203 -1.206 -6.079 0.117
H 2.125 1.963 -0.838 0.090
C -0.264 -0.129 3.261 -0.149
H 6.594 -3.689 0.184 0.144
C 0.182 2.453 -1.634 -0.164
C -0.953 0.482 -2.818 -0.140
H 3.197 -1.175 -4.569 0.019
H 3.248 -5.193 -1.853 0.167
H 5.443 -2.198 1.759 0.111
V 1.331 -1.067 -0.248 0.764
H 3.770 -2.652 2.138 0.108
C -1.444 0.956 -0.348 -0.161
C -0.861 1.146 -4.036 -0.015
H -0.740 5.566 -2.598 0.121
H -0.442 2.141 -4.089 0.114
C -1.569 3.961 0.890 0.037
C -2.520 -3.679 1.815 -0.050
C -1.522 -2.721 1.892 -0.023
C -0.613 3.486 -2.127 -0.058
H -2.299 -2.435 -3.929 0.116
H 2.987 4.247 -0.968 0.113
H -0.508 3.762 0.727 0.088
H -2.258 -0.334 4.030 0.128
H -4.246 3.707 0.686 0.105
O 0.676 0.135 -1.139 -0.272
C 5.614 -3.909 -0.201 0.002